14
Properties=species:S:1:pos:R:3:forces:R:3 method="wB97M-V/def2-TZVPD" de_lowest_kcal_mol=101.7 lumo_ev=0.72 gap_ha=0.3944 homo_energy_ev=-10.009 total_energy_ev=-10853.9562 fmax_ha_per_bohr=0.087
C -0.372 1.099 -0.699 -4.0 0.8 1.9
O 0.132 2.135 -0.968 0.9 -1.2 0.3
O -0.955 0.943 0.752 0.6 0.5 -1.7
H -2.959 0.803 0.643 0.3 0.3 0.0
C 1.855 -0.687 0.725 1.6 -1.0 -1.7
O -0.953 0.206 -1.474 0.6 0.0 -0.2
H 1.987 -1.574 1.331 -0.8 -0.1 0.2
H 2.500 0.103 1.079 -0.8 0.9 0.1
C 1.589 -0.831 -0.590 1.1 -0.1 1.4
H -2.252 -0.234 1.674 0.4 0.0 -0.2
H 1.404 -1.809 -1.010 -0.6 0.0 0.0
H -1.610 -0.291 -0.916 0.4 0.1 0.2
N -2.162 0.177 0.746 0.3 -0.3 -0.4
H 1.795 -0.040 -1.293 -0.2 0.2 -0.1